(1)
{"formula": "C2H6N4S", "method": "the ωB97M-V functional and the def2-TZVPD basis", "symbols": ["C", "C", "N", "N", "N", "N", "S", "H", "H", "H", "H", "H", "H"], "xyz": [[0.12, -0.29, 0.22], [-2.60, 0.37, 0.09], [1.33, -0.31, 0.34], [2.27, 0.62, 0.75], [3.75, -0.11, -0.98], [3.42, 0.51, 0.09], [-1.05, 1.06, -0.01], [-0.35, -1.28, 0.14], [-2.39, -0.72, 0.17], [-3.30, 0.55, -0.75], [-3.15, 0.77, 0.93], [4.73, 0.16, -1.20], [4.19, 1.01, 0.50]], "molar_mass_g_mol": 118.2, "homo_ev": [-7.90, -7.90], "total_charge": 0, "orbital_gap_ev": [8.46, 8.46], "lumo_ha": [0.0205, 0.0206], "total_energy_ev": -18962.3283, "e_above_lowest_kcal_mol": 108.78}

=====

(2)
{"formula": "C4H8N2OS", "method": "the ωB97M-V functional and the def2-TZVPD basis", "symbols": ["C", "C", "C", "C", "H", "H", "H", "H", "H", "H", "H", "H", "N", "N", "O", "S"], "xyz": [[-1.06, 0.12, -0.30], [-0.66, -1.29, 0.34], [0.86, -1.58, 0.20], [1.36, -0.05, 0.02], [-1.38, 2.59, -0.47], [-1.13, -2.26, -0.25], [-0.95, -1.08, 1.44], [1.32, -2.23, 1.04], [1.17, -2.18, -0.68], [1.65, 0.36, 1.05], [2.05, 0.15, -0.92], [0.56, 2.11, 1.00], [-2.27, 0.59, -0.48], [0.17, 0.59, -0.62], [-2.27, 1.84, -1.03], [0.58, 2.32, -0.36]], "molar_mass_g_mol": 132.2, "homo_ev": -8.45, "total_charge": 0, "orbital_gap_ev": 8.73, "lumo_ha": 0.0100, "total_energy_ev": -20135.0807, "e_above_lowest_kcal_mol": 132.68}

=====

(3)
{"formula": "C38H79NO16S8", "method": "the ωB97M-V functional and the def2-TZVPD basis", "symbols": ["O", "S", "O", "C", "C", "C", "C", "H", "H", "H", "H", "H", "H", "H", "H", "O", "S", "O", "C", "C", "C", "C", "H", "H", "H", "H", "H", "H", "H", "H", "O", "S", "O", "C", "C", "C", "C", "H", "H", "H", "H", "H", "H", "H", "H", "O", "S", "O", "C", "C", "C", "C", "H", "H", "H", "H", "H", "H", "H", "H", "O", "S", "O", "C", "C", "C", "C", "H", "H", "H", "H", "H", "H", "H", "H", "O", "S", "O", "C", "C", "C", "C", "H", "H", "H", "H", "H", "H", "H", "H", "O", "S", "O", "C", "C", "C", "C", "H", "H", "H", "H", "H", "H", "H", "H", "O", "S", "O", "C", "C", "C", "C", "H", "H", "H", "H", "H", "H", "H", "H", "C", "C", "N", "C", "C", "C", "C", "H", "H", "H", "H", "H", "H", "H", "H", "H", "H", "H", "H", "H", "H", "H"], "xyz": [[2.94, -0.63, -3.08], [3.27, -2.00, -2.68], [3.75, -2.19, -1.32], [1.88, -3.12, -3.16], [2.52, -4.55, -3.24], [3.67, -4.32, -4.24], [4.33, -2.91, -3.80], [1.33, -2.75, -4.03], [1.23, -2.95, -2.30], [2.98, -4.85, -2.30], [1.85, -5.28, -3.68], [3.28, -4.26, -5.25], [4.37, -5.15, -4.22], [4.11, -2.33, -4.69], [5.39, -2.84, -3.54], [-4.06, -2.06, -3.65], [-2.68, -2.42, -4.03], [-2.19, -3.78, -3.91], [-2.43, -1.86, -5.75], [-0.87, -1.62, -5.75], [-0.84, -0.63, -4.61], [-1.46, -1.20, -3.33], [-3.04, -0.99, -5.99], [-2.83, -2.58, -6.46], [-0.48, -2.56, -5.36], [-0.50, -1.33, -6.73], [-1.37, 0.30, -4.79], [0.18, -0.30, -4.43], [-1.80, -0.53, -2.54], [-0.83, -1.87, -2.74], [5.16, -0.51, 7.10], [4.84, 0.75, 7.76], [5.97, 1.63, 8.01], [3.69, 1.61, 6.55], [2.43, 2.04, 7.36], [2.31, 1.08, 8.60], [3.68, 0.63, 9.26], [3.68, 0.81, 5.82], [4.20, 2.47, 6.11], [2.55, 3.05, 7.75], [1.62, 1.93, 6.64], [2.12, 0.11, 8.15], [1.52, 1.30, 9.32], [3.81, -0.39, 9.60], [4.20, 1.26, 9.98], [-3.89, -4.15, 2.26], [-4.72, -2.96, 2.32], [-5.54, -2.65, 3.50], [-3.77, -1.36, 2.00], [-4.55, -0.53, 0.96], [-5.82, -1.24, 0.41], [-5.67, -2.85, 0.70], [-2.84, -1.79, 1.63], [-3.70, -0.98, 3.01], [-4.80, 0.39, 1.49], [-3.92, -0.08, 0.19], [-5.73, -1.08, -0.67], [-6.86, -1.06, 0.71], [-4.85, -3.19, 0.06], [-6.57, -3.46, 0.74], [-4.01, 3.55, -1.56], [-4.28, 2.89, -2.81], [-3.69, 1.55, -3.05], [-6.18, 2.81, -2.94], [-6.40, 3.23, -4.40], [-5.30, 4.17, -5.00], [-3.93, 3.86, -4.31], [-6.65, 3.52, -2.27], [-6.36, 1.77, -2.67], [-6.66, 2.34, -4.96], [-7.34, 3.77, -4.50], [-5.58, 5.22, -4.91], [-5.22, 3.98, -6.07], [-3.40, 4.74, -3.96], [-3.15, 3.34, -4.87], [-1.63, -3.63, -0.65], [-2.06, -5.00, -0.70], [-3.39, -5.34, -1.08], [-0.93, -5.87, -1.79], [0.06, -6.62, -1.00], [-0.57, -7.08, 0.32], [-1.64, -5.99, 0.84], [-0.69, -5.09, -2.51], [-1.59, -6.61, -2.25], [0.39, -7.48, -1.58], [0.96, -6.08, -0.71], [0.22, -7.15, 1.07], [-0.97, -8.09, 0.30], [-1.16, -5.27, 1.50], [-2.55, -6.28, 1.36], [6.69, 2.07, 2.57], [6.55, 2.74, 1.26], [7.37, 3.93, 1.06], [6.73, 1.54, -0.12], [5.31, 0.98, -0.35], [4.29, 2.16, -0.10], [4.75, 3.04, 1.00], [7.57, 0.86, 0.03], [7.08, 2.15, -0.95], [5.27, 0.46, -1.31], [5.12, 0.15, 0.32], [3.27, 1.87, 0.19], [4.08, 2.71, -1.02], [4.22, 3.01, 1.95], [4.74, 4.03, 0.54], [3.33, 6.43, 0.66], [1.84, 6.70, 0.65], [1.27, 8.06, 0.32], [0.91, 5.37, -0.31], [-0.25, 4.95, 0.55], [-0.49, 5.80, 1.78], [0.99, 6.17, 2.20], [1.52, 4.53, -0.64], [0.63, 5.89, -1.22], [-1.20, 5.10, 0.02], [-0.15, 3.90, 0.81], [-1.19, 5.30, 2.45], [-1.00, 6.71, 1.48], [1.56, 5.29, 2.50], [1.09, 6.93, 2.97], [0.94, -2.11, 1.41], [1.26, -0.58, 1.43], [0.27, 0.44, 1.27], [-0.53, 0.53, 2.48], [0.24, 1.47, 3.42], [-0.40, 0.34, -0.03], [-0.99, 1.59, -0.55], [1.83, -2.74, 1.45], [0.44, -2.18, 0.45], [0.16, -2.35, 2.13], [1.92, -0.22, 2.23], [2.07, -0.42, 0.71], [-1.47, 1.04, 2.25], [-0.83, -0.38, 3.00], [0.53, 2.40, 2.92], [-0.41, 1.75, 4.24], [0.94, 0.90, 4.03], [-1.34, -0.21, -0.01], [0.40, -0.07, -0.64], [-1.29, 1.37, -1.58], [-0.28, 2.41, -0.52], [-1.88, 1.82, 0.03]], "molar_mass_g_mol": 1062.6, "homo_ev": -8.53, "smiles": "O=S1(=O)CCCC1.O=S1(=O)CCCC1.O=S1(=O)CCCC1.O=S1(=O)CCCC1.O=S1(=O)CCCC1.O=S1(=O)CCCC1.O=S1(=O)CCCC1.O=S1(=O)CCCC1.CCN(CC)CC", "total_charge": 0, "orbital_gap_ev": 8.53, "lumo_ha": 0.0001, "total_energy_ev": -161610.0697, "e_above_lowest_kcal_mol": 0.00}